# C5H11N3O3

One molecule with the formula C5H11N3O3 (ωB97M-V with the def2-TZVPD basis set, the OMol25 dataset).

Summary:
- highest occupied orbital energy (eV) = -9.3
- E_LUMO (Eh) = 0.028
- charge = 0

The geometry in XYZ format:
```
22
Properties=species:S:1:pos:R:3:forces:R:3
N 0.135124 -1.030321 1.540600 -3.951 -1.210 2.495
C 0.542748 -0.751207 0.254416 0.134 -1.856 -1.353
O 0.912162 -1.949629 -0.420321 -0.181 -1.088 -0.362
C 1.727734 0.142693 0.229172 2.835 1.037 -0.786
C 1.140713 1.564092 0.345627 -1.064 -3.094 -1.926
N -0.132712 1.427503 -0.439375 1.095 1.592 -2.194
C -0.565687 0.045251 -0.493051 -0.333 0.228 -0.194
N -0.680162 -0.295328 -1.886289 0.077 0.497 -1.103
C -1.956960 -0.074584 0.161268 -0.225 0.152 -0.059
O -2.650850 -1.089927 0.125427 1.266 2.014 0.375
O -2.348226 1.103675 0.679411 -2.056 -1.224 0.745
H -0.732579 -1.682503 1.625809 1.642 1.840 -0.666
H 0.779306 -1.490417 2.127928 1.441 -0.180 0.450
H 0.469915 -2.725397 -0.007432 0.290 1.017 -0.390
H 2.260282 0.036371 -0.798785 -0.943 0.054 1.711
H 2.495053 -0.109572 1.036424 -1.056 0.251 -1.025
H 0.783157 1.682362 1.298012 -0.168 0.857 2.686
H 1.771313 2.319286 -0.022448 0.570 1.098 -0.292
H 0.075981 1.631840 -1.455182 -0.090 0.162 1.723
H -1.239504 -1.126827 -2.005405 -0.123 0.006 -0.257
H -1.025833 0.502497 -2.479245 0.103 -1.375 1.066
H -1.760982 1.870133 0.583442 0.737 -0.779 -0.643
```
Positions in Å, forces in eV/Å.